Density functional theory data (the ωB97M-V functional and the def2-TZVPD basis) for the molecule CH3NO at a distorted geometry.

structure (SMILES) = C=NO
energy above the lowest of the compared OMol25 structures with the same formula, charge and spin = 273.7 kJ/mol
frontier orbital gap = 0.389 Eh
LUMO level = 0.95 eV
HOMO = -9.624 eV

Geometry as ORCA input:
```
! RIJCOSX wB97M-V def2-TZVPD def2/J DEFGRID3
* xyz 0 1
C 1.020 0.419 -0.343
N -0.040 0.287 0.358
O -0.935 -0.590 -0.009
H 1.480 -0.342 -1.029
H 1.798 1.164 -0.115
H -1.640 -0.624 0.768
*
```

---

Density functional theory data (the ωB97M-V functional and the def2-TZVPD basis) for the molecule C6H10 at a distorted geometry.

structure (SMILES) = C=C=CCCC
energy above the lowest of the compared OMol25 structures with the same formula, charge and spin = 288.8 kJ/mol
frontier orbital gap = 0.383 Eh
LUMO level = 1.16 eV
HOMO = -9.273 eV

Geometry as ORCA input:
```
! RIJCOSX wB97M-V def2-TZVPD def2/J DEFGRID3
* xyz 0 1
C 1.331 -0.221 1.546
C 0.191 0.375 1.806
C -1.044 0.624 1.483
C -1.233 -0.173 0.047
C 0.001 -0.577 -0.773
C 0.812 0.530 -1.459
H 1.489 -1.247 1.860
H 2.170 0.300 1.101
H -1.807 1.203 2.045
H -1.802 0.487 -0.619
H -1.792 -1.108 0.226
H -0.744 -0.947 -1.510
H 0.582 -1.479 -0.518
H 1.703 0.905 -0.942
H 1.137 0.186 -2.448
H 0.148 1.388 -1.605
*
```

---

Density functional theory data (the ωB97M-V functional and the def2-TZVPD basis) for the molecule C5H14N2O at a distorted geometry.

structure (SMILES) = CC(C)N[C@@](C)(N)O
energy above the lowest of the compared OMol25 structures with the same formula, charge and spin = 224.0 kJ/mol
frontier orbital gap = 0.352 Eh
LUMO level = 0.92 eV
HOMO = -8.669 eV

Geometry as ORCA input:
```
! RIJCOSX wB97M-V def2-TZVPD def2/J DEFGRID3
* xyz 0 1
C -1.013 -0.263 -1.677
C 0.010 -1.034 -0.863
C 1.300 -1.217 -1.648
N 0.510 -0.534 0.651
C 0.026 0.704 1.013
C -1.450 0.998 1.167
N 0.643 0.664 2.557
O 0.669 1.713 0.345
H -0.707 0.772 -1.853
H -2.005 -0.296 -1.224
H -1.144 -0.726 -2.665
H -0.408 -2.017 -0.625
H 1.115 -1.747 -2.591
H 1.750 -0.249 -1.894
H 2.033 -1.809 -1.092
H 0.156 -1.216 1.317
H -1.585 1.761 1.942
H -1.886 1.450 0.275
H -2.014 0.113 1.468
H 1.056 1.577 2.743
H 1.465 0.067 2.637
H 1.479 1.287 0.019
*
```

---

Density functional theory data (the ωB97M-V functional and the def2-TZVPD basis) for a cluster of 2 separate species, H4N2O2 in total at a distorted geometry.

structure (SMILES) = O=O.NN
energy above the lowest of the compared OMol25 structures with the same formula, charge and spin = 289.7 kJ/mol
frontier orbital gap = 0.244 Eh
LUMO level = -1.84 eV
HOMO = -8.481 eV

Geometry as ORCA input:
```
! RIJCOSX wB97M-V def2-TZVPD def2/J DEFGRID3
* xyz 0 1
O 3.306 -0.272 -0.044
O 2.134 0.092 0.071
N -0.297 0.368 -0.050
N -1.587 -0.310 -0.037
H -0.219 0.809 -0.962
H -0.273 1.154 0.605
H -1.699 -0.656 0.912
H -1.365 -1.186 -0.495
*
```